# 1
C6H14BrN3OP | ωB97M-V/def2-TZVPD

Structure (XYZ):
```
26
Properties=species:S:1:pos:R:3
C -2.20 0.83 -0.81
N -2.39 0.46 0.64
C -1.15 -0.13 1.28
C 0.22 0.34 0.51
N 0.87 -0.41 -0.43
P 0.64 -2.01 -1.13
N -1.01 -2.64 -1.05
O 1.58 -3.09 -0.07
C 2.05 0.44 -0.90
C 2.43 1.60 0.24
C 0.93 1.81 0.85
Br 1.36 1.97 2.84
H -1.71 0.01 -1.48
H -1.62 1.82 -1.00
H -3.29 0.99 -1.25
H -3.22 -0.15 0.81
H -1.21 -1.29 1.49
H -1.09 0.36 2.37
H -1.69 -2.16 -1.67
H -1.37 -2.79 -0.08
H 0.87 -3.50 0.51
H 1.61 1.13 -1.76
H 2.95 -0.14 -1.39
H 3.09 1.25 1.15
H 3.04 2.54 -0.15
H 0.33 2.76 0.47
```

Results
molar mass = 255.1 g mol⁻¹
LUMO level = -5.23 eV
HOMO energy = -13.03 eV
E = -92288.091 eV
Kohn-Sham gap = 7.795 eV
net charge = +1
strongest force on any atom = 6.86 eV Å⁻¹

=====

# 2
C6H14BrO2P2 | ωB97M-V/def2-TZVPD

Structure (XYZ):
```
25
Properties=species:S:1:pos:R:3
C -1.32 -3.49 0.24
C 3.65 2.48 -0.10
C -0.80 -2.04 0.44
C -1.86 -1.06 -0.32
C -1.33 0.26 -0.78
C -1.96 1.43 -0.67
O 1.23 2.42 -1.41
O 2.24 0.20 -0.88
P 1.01 1.85 1.62
P 2.12 1.62 -0.49
Br -3.74 1.61 -0.01
H -2.39 -3.52 0.64
H -1.29 -3.88 -0.85
H -0.81 -4.24 0.84
H 3.32 3.58 -0.13
H 3.88 2.25 0.91
H 4.57 2.43 -0.68
H 0.14 -1.76 -0.02
H -0.98 -1.81 1.43
H -2.15 -1.68 -1.15
H -2.61 -1.04 0.37
H -0.46 0.28 -1.36
H 1.40 0.52 1.99
H -1.53 2.28 -1.13
H -0.33 1.32 1.50
```

Results
molar mass = 260.0 g mol⁻¹
LUMO level = 2.90 eV
HOMO energy = -4.30 eV
E = -99165.597 eV
relative energy (zero: lowest compared OMol25 entry of this formula, charge and spin) = 10.1 kcal/mol
Kohn-Sham gap = 7.202 eV
net charge = -1
strongest force on any atom = 3.82 eV Å⁻¹

=====

# 3
C6H14BrOP | ωB97M-V/def2-TZVPD

Structure (XYZ):
```
23
Properties=species:S:1:pos:R:3
C 0.18 1.85 -1.28
C 0.41 2.61 1.09
C -1.39 -1.75 -0.93
C 0.30 -2.75 0.72
C -0.31 1.71 0.23
C -0.13 -1.55 -0.10
O -1.22 -0.19 2.06
P -0.20 0.00 1.02
Br 3.62 0.26 -0.15
H 1.24 1.81 -1.38
H -0.17 0.90 -1.79
H -0.11 2.65 -1.82
H 1.47 2.24 1.30
H -0.01 2.66 2.20
H 0.57 3.64 0.55
H -1.41 -0.89 -1.67
H -1.23 -2.51 -1.72
H -2.21 -2.25 -0.42
H 1.35 -2.87 0.57
H -0.16 -3.66 0.40
H 0.18 -2.45 1.73
H -1.42 1.85 0.24
H 0.66 -1.31 -0.84
```

Results
molar mass = 213.1 g mol⁻¹
LUMO level (alpha / beta) = -1.91 / -3.44 eV
HOMO energy (alpha / beta) = -9.80 / -8.07 eV
E = -87824.977 eV
relative energy (zero: lowest compared OMol25 entry of this formula, charge and spin) = 66.4 kcal/mol
Kohn-Sham gap (alpha / beta) = 7.892 / 4.634 eV
net charge = 0
strongest force on any atom = 5.69 eV Å⁻¹

=====

# 4
C6H14ClOScV | ωB97M-V/def2-TZVPD

Structure (XYZ):
```
24
Properties=species:S:1:pos:R:3
Sc 0.38 -0.27 -1.76
Cl 1.26 -1.97 -0.36
C 2.00 1.05 -2.32
C -0.84 -1.17 -3.32
H 1.86 1.44 -3.35
H 2.10 1.90 -1.62
H 2.93 0.45 -2.29
H -0.74 -0.59 -4.26
H -1.90 -1.21 -3.04
H -0.46 -2.19 -3.48
V -0.58 -0.06 1.07
C -2.00 -1.08 2.08
C -1.24 1.13 -0.18
H -2.97 -0.71 1.72
H -1.90 -2.17 1.85
H -1.89 -0.93 3.17
H -2.08 0.92 -0.89
H -0.74 2.05 -0.52
C 1.22 0.17 3.13
C 0.61 1.09 2.14
O 0.80 2.30 1.95
H 1.89 -0.57 2.67
H 0.46 -0.34 3.74
H 1.83 0.76 3.84
```

Results
molar mass = 233.5 g mol⁻¹
LUMO level (alpha / beta) = -1.03 / -0.77 eV
HOMO energy (alpha / beta) = -8.93 / -8.93 eV
E = -67402.499 eV
Kohn-Sham gap (alpha / beta) = 7.898 / 8.164 eV
multiplicity = 2
net charge = 0
strongest force on any atom = 2.85 eV Å⁻¹

=====

# 5
C6H14CsN2O6S | ωB97M-V/def2-TZVPD

Structure (XYZ):
```
30
Properties=species:S:1:pos:R:3
Cs -0.88 -1.63 -1.78
S 0.84 -4.88 -1.09
O -0.58 -4.78 -0.71
O 0.94 -5.93 -2.10
O 1.26 -3.64 -1.70
O 1.68 -5.19 0.08
C 1.39 2.97 -0.43
C 1.41 1.61 -1.15
O 0.53 1.34 -2.00
N 2.38 0.78 -0.90
C 2.64 -0.53 -1.59
H 2.40 3.14 -0.07
H 0.69 2.99 0.41
H 1.16 3.80 -1.10
H 2.95 0.97 -0.08
H 3.56 -0.63 -2.16
H 1.89 -0.84 -2.32
H 2.89 -1.30 -0.86
C -2.55 1.90 -0.03
C -2.13 0.83 1.00
O -1.74 -0.29 0.61
N -2.15 1.18 2.30
C -2.03 0.15 3.28
H -3.40 1.71 -0.69
H -1.70 2.07 -0.69
H -2.83 2.75 0.60
H -2.39 2.13 2.54
H -1.73 0.34 4.31
H -1.48 -0.72 2.92
H -3.02 -0.27 3.44
```

Results
molar mass = 375.2 g mol⁻¹
LUMO level = 1.50 eV
HOMO energy = -2.31 eV
E = -33099.076 eV
relative energy (zero: lowest compared OMol25 entry of this formula, charge and spin) = 42.2 kcal/mol
Kohn-Sham gap = 3.808 eV
net charge = -1
strongest force on any atom = 4.33 eV Å⁻¹

=====

# 6
C6H14I2N | ωB97M-V/def2-TZVPD

Structure (XYZ):
```
23
Properties=species:S:1:pos:R:3
C 0.39 -0.24 -3.04
C -0.86 -0.84 -2.12
C -0.36 -0.80 -0.52
N -1.13 0.33 0.12
C -0.88 0.52 1.60
I -2.50 -0.19 2.90
C 0.54 -0.09 2.15
C 1.79 0.81 1.61
I 0.50 0.24 4.36
H 0.25 -0.44 -4.19
H 1.38 -0.81 -2.71
H 0.55 0.92 -2.82
H -1.15 -1.93 -2.45
H -1.76 -0.07 -2.22
H -0.59 -1.84 0.02
H 0.81 -0.62 -0.59
H -2.16 0.10 0.00
H -0.98 1.20 -0.46
H -0.82 1.70 1.77
H 0.67 -1.25 2.03
H 1.69 1.88 2.13
H 2.84 0.39 1.99
H 1.79 1.02 0.46
```

Results
molar mass = 354.0 g mol⁻¹
LUMO level = -3.87 eV
HOMO energy = -12.17 eV
E = -24130.636 eV
relative energy (zero: lowest compared OMol25 entry of this formula, charge and spin) = 70.4 kcal/mol
Kohn-Sham gap = 8.300 eV
net charge = +1
strongest force on any atom = 3.46 eV Å⁻¹

=====

# 7
C6H14IN2 | ωB97M-V/def2-TZVPD

Structure (XYZ):
```
23
Properties=species:S:1:pos:R:3
C -0.59 1.71 0.34
C 2.33 -0.20 0.74
C 0.35 -1.22 -1.72
C 0.93 -0.82 0.75
C -2.06 -1.48 0.51
C 0.14 -0.45 -0.47
N -0.96 2.96 0.04
N -0.34 0.81 -0.62
I -2.98 0.22 1.22
H -0.19 1.54 1.33
H 2.29 0.88 0.69
H 2.85 -0.48 1.65
H 2.91 -0.57 -0.11
H 1.31 -0.94 -2.16
H -0.43 -1.04 -2.46
H 0.40 -2.29 -1.51
H 0.41 -0.51 1.67
H 1.03 -1.90 0.78
H -2.54 -1.93 -0.34
H -1.68 -2.14 1.27
H -1.14 3.61 0.79
H -1.37 3.19 -0.85
H -0.67 1.04 -1.55
```

Results
molar mass = 241.1 g mol⁻¹
LUMO level (alpha / beta) = -3.97 / -4.07 eV
HOMO energy (alpha / beta) = -11.30 / -11.65 eV
E = -17521.301 eV
relative energy (zero: lowest compared OMol25 entry of this formula, charge and spin) = 40.6 kcal/mol
Kohn-Sham gap (alpha / beta) = 7.331 / 7.573 eV
net charge = +1
strongest force on any atom = 2.48 eV Å⁻¹

=====

# 8
C6H14N2 | ωB97M-V/def2-TZVPD

Structure (XYZ):
```
22
Properties=species:S:1:pos:R:3
C -2.56 0.26 -2.68
C -1.85 -0.63 -1.70
C -1.98 -0.51 -0.38
N -1.37 -1.28 0.60
H -3.37 0.79 -2.19
H -1.88 0.97 -3.14
H -3.01 -0.32 -3.49
H -1.17 -1.39 -2.10
H -2.68 0.25 -0.02
H -0.90 -0.75 1.32
H -0.78 -2.00 0.20
C 2.60 -0.13 2.22
C 1.86 0.43 1.04
C 2.27 0.33 -0.22
N 0.62 0.99 1.40
H 1.89 -0.46 2.98
H 3.19 0.67 2.69
H 3.30 -0.93 1.97
H 1.77 0.85 -1.03
H 3.18 -0.22 -0.42
H 0.65 1.49 2.28
H 0.24 1.58 0.67
```

Results
molar mass = 114.2 g mol⁻¹
LUMO level = 0.93 eV
HOMO energy = -7.79 eV
E = -9428.342 eV
relative energy (zero: lowest compared OMol25 entry of this formula, charge and spin) = 26.3 kcal/mol
Kohn-Sham gap = 8.724 eV
net charge = 0
strongest force on any atom = 0.57 eV Å⁻¹

=====

# 9
C6H14N2 | ωB97M-V/def2-TZVPD

Structure (XYZ):
```
22
Properties=species:S:1:pos:R:3
C 0.54 -0.78 0.07
C 1.20 -0.32 1.38
C -0.52 -1.85 0.33
C 1.64 -1.37 -0.83
C -1.34 2.14 -1.46
C -0.84 1.23 -0.35
N -1.32 1.52 0.90
N -0.04 0.31 -0.71
H -0.79 1.16 1.67
H -1.62 2.48 1.05
H -1.31 -1.48 0.99
H 2.43 -0.64 -1.01
H 1.75 0.61 1.25
H 1.91 -1.08 1.74
H 0.47 -0.19 2.18
H -0.08 -2.74 0.79
H -1.00 -2.16 -0.61
H 2.10 -2.26 -0.38
H 1.24 -1.66 -1.81
H -1.03 1.77 -2.44
H -0.95 3.15 -1.31
H -2.44 2.17 -1.44
```

Results
molar mass = 114.2 g mol⁻¹
LUMO level = 0.89 eV
HOMO energy = -8.74 eV
E = -9429.435 eV
relative energy (zero: lowest compared OMol25 entry of this formula, charge and spin) = 1.1 kcal/mol
Kohn-Sham gap = 9.631 eV
net charge = 0
strongest force on any atom = 1.68 eV Å⁻¹

=====

# 10
C6H14N2 | ωB97M-V/def2-TZVPD

Structure (XYZ):
```
22
Properties=species:S:1:pos:R:3
C 2.67 1.90 -1.47
C 2.07 0.54 -1.28
N 2.98 -0.47 -1.58
C 0.72 0.32 -1.31
H 2.65 -1.41 -1.47
H 3.95 -0.29 -1.37
H 1.93 2.69 -1.41
H 3.18 1.99 -2.43
H 3.46 2.09 -0.73
H 0.08 1.17 -1.48
H 0.36 -0.65 -1.60
C -3.35 -1.22 1.51
C -2.00 -0.60 1.21
N -0.93 -1.53 1.46
C -1.84 0.72 1.43
H -1.21 -2.50 1.51
H -0.02 -1.16 1.26
H -3.60 -2.02 0.82
H -4.15 -0.48 1.49
H -3.38 -1.65 2.51
H -0.90 1.21 1.23
H -2.68 1.35 1.69
```

Results
molar mass = 114.2 g mol⁻¹
LUMO level = 0.97 eV
HOMO energy = -7.71 eV
E = -9427.531 eV
relative energy (zero: lowest compared OMol25 entry of this formula, charge and spin) = 45.0 kcal/mol
Kohn-Sham gap = 8.675 eV
net charge = 0
strongest force on any atom = 3.60 eV Å⁻¹

=====

# 11
C6H14N2 | ωB97M-V/def2-TZVPD

Structure (XYZ):
```
22
Properties=species:S:1:pos:R:3
C -0.32 -0.88 2.80
C 0.10 0.04 1.64
C -0.10 -0.77 0.34
C 0.21 -0.12 -0.99
C -0.61 0.78 -1.55
N -0.54 1.32 -2.85
C 1.45 -0.51 -1.76
N -0.54 1.35 1.65
H 0.57 -1.26 3.30
H -0.54 -0.23 3.63
H -1.13 -1.51 2.47
H 1.18 0.18 1.73
H 0.57 -1.64 0.40
H -1.08 -1.24 0.27
H -1.45 1.14 -0.97
H -1.46 1.50 -3.22
H 0.12 0.80 -3.41
H 1.99 -1.31 -1.26
H 1.20 -0.95 -2.73
H 2.17 0.30 -1.87
H -0.25 1.85 0.82
H -1.53 1.16 1.54
```

Results
molar mass = 114.2 g mol⁻¹
LUMO level = 0.93 eV
HOMO energy = -7.90 eV
E = -9428.344 eV
relative energy (zero: lowest compared OMol25 entry of this formula, charge and spin) = 26.3 kcal/mol
Kohn-Sham gap = 8.828 eV
net charge = 0
strongest force on any atom = 2.19 eV Å⁻¹

=====

# 12
C6H14N2 | ωB97M-V/def2-TZVPD

Structure (XYZ):
```
22
Properties=species:S:1:pos:R:3
C -1.52 0.37 -0.29
C -0.29 0.89 -1.10
C 1.74 0.23 0.92
C -1.65 1.00 1.10
C -1.54 -1.15 -0.20
C 1.60 -0.38 -0.45
N 2.47 -1.40 -0.72
N 0.74 -0.09 -1.34
H -2.41 0.68 -0.86
H 2.47 -1.72 -1.68
H 3.37 -1.39 -0.27
H 0.10 1.78 -0.60
H -0.63 1.18 -2.10
H 2.61 -0.17 1.43
H 1.83 1.31 0.84
H 0.86 0.01 1.51
H -1.34 2.04 1.09
H -1.06 0.46 1.84
H -2.69 0.95 1.43
H -0.71 -1.52 0.39
H -1.47 -1.59 -1.19
H -2.47 -1.48 0.27
```

Results
molar mass = 114.2 g mol⁻¹
LUMO level = 1.02 eV
HOMO energy = -8.67 eV
E = -9429.244 eV
relative energy (zero: lowest compared OMol25 entry of this formula, charge and spin) = 5.5 kcal/mol
Kohn-Sham gap = 9.688 eV
net charge = 0
strongest force on any atom = 0.45 eV Å⁻¹